(1)
{
  "formula": "C29H40N2O5PPdSSi",
  "method": "ωB97M-V/def2-TZVPD",
  "total_charge": -1,
  "homo_ev": -4.41,
  "symbols": ["Pd", "S", "P", "Si", "O", "O", "O", "O", "O", "N", "N", "C", "C", "C", "C", "C", "C", "C", "C", "C", "C", "C", "C", "C", "C", "C", "C", "C", "C", "C", "C", "C", "C", "C", "C", "C", "C", "C", "C", "C", "H", "H", "H", "H", "H", "H", "H", "H", "H", "H", "H", "H", "H", "H", "H", "H", "H", "H", "H", "H", "H", "H", "H", "H", "H", "H", "H", "H", "H", "H", "H", "H", "H", "H", "H", "H", "H", "H", "H", "H"],
  "positions_angstrom": [[0.25, 0.16, -0.25], [2.98, 0.13, -4.80], [-1.26, -0.37, 1.48], [2.06, -1.00, 0.32], [-0.90, 5.28, -3.26], [-1.34, 0.77, -1.80], [1.75, 3.94, -3.28], [-2.88, 3.10, -2.85], [1.30, 1.64, -1.29], [0.57, -0.58, -3.94], [0.64, 1.16, -5.45], [1.32, 0.26, -4.71], [0.47, 2.31, -2.00], [-0.89, 1.92, -2.15], [1.73, -2.83, -0.13], [3.52, -0.44, -0.72], [-0.28, 1.58, 3.14], [-3.71, -0.04, 0.02], [2.63, -0.81, 2.12], [0.72, 3.51, -2.80], [0.21, -3.40, 3.85], [-2.78, 1.57, 3.07], [5.44, -0.88, -2.14], [5.06, 1.34, -1.30], [-0.03, -2.51, 2.81], [5.83, 0.45, -2.04], [-1.67, 3.04, -2.68], [-0.48, -3.28, 5.04], [-0.97, -1.50, 2.91], [-2.90, -1.07, 0.82], [-3.81, -1.65, 1.91], [-1.49, 2.38, 1.13], [4.29, -1.31, -1.49], [-1.67, -1.40, 4.12], [-2.47, -2.20, -0.12], [-1.42, -2.27, 5.17], [-1.50, 1.34, 2.25], [-0.80, 1.23, -5.53], [-0.66, 4.13, -2.97], [3.93, 0.90, -0.64], [-4.72, -2.01, 1.42], [-1.93, -2.99, 0.41], [-0.27, 2.63, 3.44], [-2.33, 2.28, 0.44], [-0.29, 0.97, 4.04], [-0.29, -3.96, 5.86], [-3.37, -2.66, -0.56], [2.36, -3.51, 0.46], [1.21, 1.90, -5.81], [6.71, 0.79, -2.56], [5.35, 2.38, -1.25], [3.32, 1.61, -0.10], [3.05, 0.20, 2.22], [-0.33, -0.27, -3.58], [-4.10, -0.91, 2.65], [-1.28, 1.55, -4.60], [1.98, -3.00, -1.18], [1.83, -0.92, 2.85], [-2.43, -0.65, 4.25], [0.54, -2.61, 1.90], [-4.52, -0.58, -0.47], [-1.21, 0.26, -5.82], [-2.83, 2.64, 3.30], [-1.56, 3.37, 1.59], [-1.85, -1.83, -0.93], [-3.68, 1.32, 2.52], [4.00, -2.35, -1.60], [-3.12, 0.43, -0.76], [0.96, -4.18, 3.72], [-2.79, 1.04, 4.02], [0.69, -3.12, -0.01], [0.65, 1.38, 2.60], [3.43, -1.51, 2.36], [1.10, -1.13, -3.30], [-1.98, -2.16, 6.09], [-4.16, 0.72, 0.65], [6.01, -1.57, -2.74], [-1.06, 1.95, -6.30], [-3.35, -2.50, 2.42], [-0.56, 2.37, 0.55]],
  "mulliken_charge": [0.2746, -0.3851, 0.7845, 1.3693, -0.6497, -1.4395, -0.6923, -0.7454, -0.3524, -0.3410, -0.0481, 0.1431, 0.0731, 1.7252, -1.4432, 0.6547, -1.7689, -1.7605, -1.3086, -0.2736, -0.6776, -1.8305, -0.6075, -0.5729, -0.6256, -0.4766, -0.0954, -0.6910, 1.0644, 2.4190, -2.0002, -2.4130, -0.0383, -0.2839, -1.7482, -0.8299, 2.1469, -0.8595, 0.3891, -0.7046, 0.5995, 0.2833, 0.5593, 0.4092, 0.3065, 0.3613, 0.5417, 0.3634, 0.2473, 0.3465, 0.3778, 0.0745, 0.3887, 0.2118, 0.2597, 0.2525, 0.4056, 0.3759, 0.1574, 0.5110, 0.5945, 0.3204, 0.5359, 0.6694, 0.0705, 0.2506, 0.2324, 0.1164, 0.4476, 0.3898, 0.3079, 0.0452, 0.4061, 0.1298, 0.4522, 0.2624, 0.3550, 0.3444, 0.3305, 0.3254]
}

(2)
{
  "formula": "C3H11NO",
  "method": "ωB97M-V/def2-TZVPD",
  "smiles": "CNC.CO",
  "total_charge": 0,
  "homo_ev": -9.18,
  "symbols": ["O", "N", "C", "C", "C", "H", "H", "H", "H", "H", "H", "H", "H", "H", "H", "H"],
  "positions_angstrom": [[1.50, 0.13, -1.04], [-0.70, -0.21, 0.46], [2.14, 0.90, -0.04], [-1.15, -1.55, 0.48], [-1.77, 0.72, -0.02], [-1.76, -1.77, -0.40], [-1.66, -1.85, 1.35], [0.73, -0.27, -0.54], [2.40, 0.20, 0.86], [3.07, 1.14, -0.46], [-1.47, 1.63, -0.22], [1.66, 1.92, 0.33], [-2.22, 0.44, -0.89], [-0.27, -2.30, 0.33], [-2.48, 0.84, 0.75], [-0.36, -0.01, 1.46]],
  "mulliken_charge": [-0.5606, -0.2989, -0.5338, -0.9361, -1.2241, 0.3261, 0.3757, 0.4460, 0.1882, 0.2900, 0.4145, 0.1639, 0.4098, 0.2514, 0.4393, 0.2488]
}

(3)
{
  "formula": "C3H3NS3",
  "method": "ωB97M-V/def2-TZVPD",
  "smiles": "N#C[C@H](C=S)SS",
  "total_charge": 0,
  "homo_ev": -9.46,
  "symbols": ["S", "S", "S", "N", "C", "C", "C", "H", "H", "H"],
  "positions_angstrom": [[0.74, 0.74, 1.14], [-1.99, -2.27, 0.39], [2.30, 0.47, -0.13], [-1.96, 2.43, -0.42], [-0.77, 0.24, 0.08], [-1.46, 1.43, -0.18], [-1.59, -0.77, 0.88], [-0.34, -0.32, -0.85], [2.39, 1.82, -0.73], [-2.17, -0.42, 1.72]],
  "mulliken_charge": [0.0036, -0.1763, -0.2086, -0.3732, 0.0654, 0.1644, -0.3988, 0.3928, 0.1930, 0.3376]
}

(4)
{
  "formula": "C3H5N3",
  "method": "ωB97M-V/def2-TZVPD",
  "smiles": "Nc1ncc[nH]1",
  "total_charge": 0,
  "homo_ev": -7.72,
  "symbols": ["N", "N", "N", "C", "C", "C", "H", "H", "H", "H", "H"],
  "positions_angstrom": [[0.05, 1.01, -0.62], [0.11, -0.83, 0.68], [-1.34, -0.83, -1.25], [0.93, 1.19, 0.45], [-0.42, -0.21, -0.44], [0.95, 0.10, 1.28], [-1.73, -1.73, -1.01], [-0.15, -1.74, 1.01], [-1.70, -0.30, -2.04], [1.54, -0.16, 2.13], [1.54, 2.08, 0.55]],
  "mulliken_charge": [-0.6226, -0.0696, -0.4069, -0.2782, 0.3713, -0.3117, 0.1803, 0.1735, 0.2270, 0.3731, 0.3637]
}

Quick rundown of gap between HOMO and LUMO, same order as above: 0.2413 0.3706 0.3030 0.3130 hartree
Quick rundown of energy above the lowest of the compared OMol25 structures with the same formula, charge and spin, same order as above: 83.6 219.1 177.6 3.7 kJ/mol
Quick rundown of LUMO level, same order as above: 2.15 0.91 -1.21 0.79 eV